14
Properties=species:S:1:pos:R:3:forces:R:3 method="wB97M-V/def2-TZVPD" e_above_lowest_kj_mol=73.3 s_squared=0.77 spin_multiplicity=2 total_charge=+1 gap_ev="12.6 / 6.2" energy_ha=-303.5186
O 1.07861 1.30790 -0.25151 -1.0 -0.7 0.2
C 0.37884 0.43284 -0.74062 2.6 0.5 -0.3
N -0.78272 0.04601 -0.13246 -2.0 -1.0 -0.2
C -1.05484 0.01713 1.27729 0.7 0.8 1.7
N -0.42041 -1.21723 1.67338 0.6 1.0 0.1
C 0.78467 -0.34575 -1.94147 0.0 -0.2 -1.7
H -1.47011 -0.34272 -0.77341 0.0 -0.4 0.3
H -2.09727 0.03695 1.57577 -0.3 -0.2 -0.6
H -0.61507 0.90258 1.74619 0.2 -0.1 -0.1
H -0.73685 -1.72916 2.48757 -0.7 -0.3 -0.3
H 0.59098 -1.13686 1.71279 0.0 -0.1 -0.4
H 0.11770 -0.23573 -2.80815 -0.1 0.6 0.2
H 0.78077 -1.43999 -1.89766 0.1 0.1 1.0
H 1.76820 -0.02289 -2.27921 -0.1 0.1 0.2

=====

14
Properties=species:S:1:pos:R:3:forces:R:3 method="wB97M-V/def2-TZVPD" e_above_lowest_kj_mol=164.9 s_squared=0.76 spin_multiplicity=2 total_charge=+1 gap_ev="9.1 / 4.7" energy_ha=-303.4837
C -0.91128 0.32009 0.27420 0.5 -2.9 -1.4
C 0.51611 -0.28533 0.71025 0.3 0.9 -1.3
C 1.44138 -0.40568 -0.63495 -1.1 -1.5 -1.2
N 0.90238 -0.19406 -1.87870 3.1 -1.0 3.2
O 2.57147 -1.00662 -0.45859 -2.2 1.8 -0.3
N -1.60069 1.07168 1.29770 0.6 -0.8 2.1
H -0.61554 0.79592 -0.70823 -1.2 1.0 1.8
H -1.58744 -0.55020 -0.07042 1.2 1.0 0.4
H 1.05192 0.43011 1.35587 -0.2 -0.4 -0.1
H 0.58815 -1.31060 1.09873 -0.4 0.4 0.1
H 1.50581 -0.52678 -2.62162 -0.5 0.3 -0.5
H -0.05408 0.09075 -1.96671 -0.1 0.0 -0.4
H -1.22112 0.81237 2.28776 -0.8 0.8 -2.4
H -2.58708 0.75836 1.31472 0.8 0.4 0.0

=====

14
Properties=species:S:1:pos:R:3:forces:R:3 method="wB97M-V/def2-TZVPD" e_above_lowest_kj_mol=87.0 s_squared=0.75 spin_multiplicity=2 total_charge=+1 gap_ev="10.3 / 4.6" energy_ha=-303.5134
C -1.11223 -0.62209 -0.10647 1.2 1.8 -1.8
C 0.04768 0.37916 -0.08287 0.6 -1.4 -0.3
C 1.43882 -0.37556 -0.03421 -0.2 2.8 0.9
N 2.37372 0.65784 0.18513 -0.4 -1.4 -0.3
O 1.58525 -1.55306 -0.03503 0.0 -0.8 0.2
N -2.38545 0.05796 -0.14027 0.0 -2.0 3.5
H -0.98665 -1.26237 -0.99504 -0.4 -0.3 0.5
H -1.02463 -1.22234 0.82173 -0.6 -0.3 0.0
H 0.10726 0.91804 -1.02879 -0.4 0.4 0.2
H 0.02710 1.02232 0.79817 -0.1 0.1 -0.3
H 3.32046 0.42773 0.45045 0.1 -0.3 -0.4
H 2.27606 1.38809 -0.50123 0.2 0.4 0.3
H -3.16240 -0.58494 0.07067 -0.4 0.0 -1.4
H -2.50499 0.76923 0.59775 0.4 0.9 -1.0

=====

15
Properties=species:S:1:pos:R:3:forces:R:3 method="wB97M-V/def2-TZVPD" e_above_lowest_kj_mol=171.8 smiles="N/C=C/N.O=CO" gap_ev=9.2 energy_ha=-379.0756
N -1.96586 -0.43779 -2.15827 0.8 -0.4 -0.4
C -0.87396 0.32835 -1.73702 0.1 0.5 0.4
C -0.13596 0.10767 -0.64445 -0.4 -0.4 -0.1
N 0.40171 1.16105 0.16899 0.5 -0.2 -0.6
H -2.02429 -0.49685 -3.16667 -0.1 -0.1 0.0
H -1.94795 -1.36742 -1.75416 -0.2 0.0 0.0
H -0.69825 1.23985 -2.30275 -0.5 0.2 0.2
H -0.04854 -0.89891 -0.24141 -0.2 0.1 0.3
H 1.41071 1.25767 0.07307 0.0 0.0 0.1
H -0.04160 2.03734 -0.06970 0.1 0.1 0.1
O 2.43306 -0.87403 1.84432 -0.1 0.1 -0.3
C 1.42520 -0.90168 2.49819 0.3 -0.1 0.0
O 0.57711 0.10568 2.66442 -0.8 -0.4 0.1
H 1.12772 -1.81328 3.03327 -0.1 0.1 0.3
H 0.36089 0.55233 1.79217 0.6 0.4 0.1

=====

15
Properties=species:S:1:pos:R:3:forces:R:3 method="wB97M-V/def2-TZVPD" e_above_lowest_kj_mol=171.6 smiles="NC(=O)NCCO" gap_ev=10.3 energy_ha=-379.0756
N -0.57693 -2.18027 0.12841 -0.5 0.5 0.4
C -1.35687 -0.99245 0.36996 0.7 0.2 3.4
O -2.41195 -0.99230 1.08571 3.0 -0.3 -3.3
N -0.66232 0.23925 0.09185 0.4 -6.1 0.2
C 0.75195 0.23847 -0.25222 -1.9 -0.3 -2.8
C 1.15896 1.64163 -0.28221 2.7 1.8 -1.3
O 2.48849 1.88853 -0.89870 -1.2 0.3 2.8
H 0.42055 -2.18399 -0.23914 -2.3 0.2 0.9
H -0.87852 -2.98464 0.72626 0.5 1.2 -1.1
H -1.31246 0.92771 0.11069 -1.4 3.2 -0.1
H 0.90874 -0.29962 -1.27283 0.0 1.0 1.5
H 1.32497 -0.20787 0.48270 1.0 -1.5 1.5
H 0.42879 2.21469 -0.80291 -0.6 0.7 -0.5
H 1.28174 2.05655 0.71259 -0.1 -0.1 0.1
H 2.56442 1.56853 -1.76839 -0.3 -0.8 -1.7

=====

15
Properties=species:S:1:pos:R:3:forces:R:3 method="wB97M-V/def2-TZVPD" e_above_lowest_kj_mol=326.9 smiles=C[C@@]1(O)[C@@H](O)N1N gap_ev=9.9 energy_ha=-379.0165
C 0.65270 -1.60885 -0.41991 0.2 0.5 0.0
C 0.43533 -0.29938 0.28848 -1.7 0.4 -0.1
O 0.88274 -0.22122 1.58435 -0.2 0.0 0.4
C 0.30424 1.01098 -0.36792 1.4 -0.4 -1.9
O 0.81104 1.17815 -1.71706 -0.8 0.2 1.1
N -0.94278 0.36997 -0.13061 1.3 -0.5 -0.2
N -1.81240 0.92473 0.81880 -0.1 0.2 0.8
H 1.70662 -1.72181 -0.67036 0.1 -0.1 0.0
H 0.05731 -1.63621 -1.32794 0.0 -0.1 0.0
H 0.34618 -2.43786 0.21821 0.0 0.0 0.0
H 0.56981 -0.98816 2.08214 0.0 0.1 -0.1
H 0.59105 1.88394 0.21376 -0.1 0.0 0.0
H 0.34276 0.54937 -2.27928 -0.1 0.0 0.1
H -1.35672 1.64491 1.38402 -0.1 -0.1 -0.2
H -2.58787 1.35143 0.32332 0.1 -0.1 0.0

=====

15
Properties=species:S:1:pos:R:3:forces:R:3 method="wB97M-V/def2-TZVPD" e_above_lowest_kj_mol=129.6 smiles="[H]/N=C/NC.O=CO" gap_ev=9.9 energy_ha=-379.0917
H 1.79941 2.21362 -0.66247 0.0 0.0 -0.1
N 0.91644 1.80551 -0.94927 0.1 0.1 -0.1
C 0.29224 1.35748 0.06660 -0.2 -0.2 0.3
N -0.95422 0.83269 -0.01717 0.1 0.1 0.0
C -1.55173 0.00053 1.01030 0.0 0.2 -0.1
H 0.69093 1.32972 1.08720 0.0 0.1 0.0
H -1.38130 0.89556 -0.92820 -0.1 -0.1 0.0
H -1.81182 -0.97398 0.60217 0.0 -0.1 0.1
H -0.83603 -0.13103 1.82018 0.0 -0.1 0.0
H -2.44635 0.46129 1.42672 -0.1 0.0 0.0
O -0.03882 -2.56412 -1.19900 -0.1 -0.1 0.1
C 0.72412 -1.69106 -0.93044 0.0 0.2 0.0
O 1.60276 -1.77727 0.09565 0.1 0.0 -0.1
H 0.77330 -0.72274 -1.44464 0.1 0.0 -0.2
H 2.22106 -1.03618 0.02237 -0.1 0.0 0.1

=====

15
Properties=species:S:1:pos:R:3:forces:R:3 method="wB97M-V/def2-TZVPD" e_above_lowest_kj_mol=243.8 smiles="N/C=C/N.O=CO" gap_ev=8.9 energy_ha=-379.0481
N 2.34843 0.43887 -1.60579 3.5 -1.1 -0.2
C 1.93832 -0.18676 -0.43540 -0.7 0.0 0.4
C 0.63934 -0.19588 -0.09137 0.2 -0.2 -0.5
N 0.19688 -0.05910 1.25281 0.0 -1.3 0.2
H 3.37369 0.22614 -1.82309 -2.2 0.3 0.0
H 1.75410 0.28858 -2.39057 -0.4 0.1 -0.7
H 2.69626 -0.67967 0.20311 -0.2 1.3 0.0
H -0.16404 -0.31048 -0.82610 0.2 0.8 0.0
H 0.03296 -1.00058 1.60097 -0.4 0.2 0.6
H 0.92657 0.36975 1.81155 -0.2 0.0 0.0
O -3.12722 -1.08067 0.62974 0.0 1.8 -0.8
C -3.10694 0.10359 0.30449 -0.4 -2.2 -0.2
O -2.39784 1.01461 0.96519 0.8 0.0 -1.0
H -3.65082 0.44982 -0.63665 0.4 0.0 1.3
H -1.45967 0.62178 1.04110 -0.6 0.4 0.8